Below is a structure of composition C32H32N5O4S2SiV at a distorted geometry, with properties calculated with the ωB97M-V functional and the def2-TZVPD basis.

Values from the calculation:
Gap between HOMO and LUMO (alpha / beta) ... 5.519 / 6.193 eV
E_HOMO (alpha / beta) ... -3.52 / -4.36 eV

Structure (ORCA input):
```
! RIJCOSX wB97M-V def2-TZVPD def2/J DEFGRID3
* xyz -1 4
V 0.1888 -0.2581 0.1197
C -0.7019 -2.8493 3.4554
C 0.4508 -2.7153 4.2362
C 1.4529 -1.8859 3.7920
C 1.2963 -1.2001 2.5845
N 0.1863 -1.3610 1.8082
C -0.7867 -2.1636 2.2657
C 2.2131 -0.2106 2.0720
C 3.4679 0.0929 2.5807
C 4.2114 1.1011 1.9864
C 3.6656 1.8227 0.9271
C 2.4024 1.4972 0.4747
N 1.7020 0.4605 0.9999
C 1.6968 2.1647 -0.6024
C 2.0753 3.4089 -1.1091
C 1.3378 3.9866 -2.1172
C 0.2565 3.2812 -2.6301
C -0.0653 2.0581 -2.0709
N 0.5972 1.5112 -1.0477
H -1.5144 -3.4886 3.7706
H 0.5485 -3.2507 5.1722
H 2.3540 -1.7431 4.3731
H -1.6481 -2.2623 1.6183
H 3.8695 -0.4710 3.4110
H 5.2151 1.3113 2.3313
H 4.2411 2.5829 0.4188
H 2.9329 3.9134 -0.6868
H 1.5950 4.9666 -2.4987
H -0.3364 3.6726 -3.4446
H -0.9079 1.4934 -2.4394
C -5.0022 3.1504 -1.7564
Si -4.8060 3.0330 0.1172
C -6.3748 2.2494 0.8338
C -4.7437 4.8565 0.6692
C -3.3204 2.2400 0.9871
C -3.0622 2.6067 2.2865
C -1.9339 2.1236 2.9499
C -1.0815 1.3111 2.2539
N -1.2868 0.8746 0.9969
C -2.4464 1.2841 0.3544
S -2.8964 0.6528 -1.1462
H -5.8408 3.8137 -2.0009
H -5.1801 2.1741 -2.1976
H -4.0991 3.5537 -2.2171
H -7.2663 2.8007 0.5239
H -6.3477 2.2347 1.9259
H -6.4767 1.2186 0.4884
H -5.5678 5.4210 0.2255
H -3.8082 5.3192 0.3462
H -4.8103 4.9674 1.7544
H -3.7255 3.2967 2.8003
H -1.7150 2.3944 3.9736
H -0.1699 0.9666 2.7300
C 3.1436 -5.7114 3.3182
C 2.9944 -4.7454 2.1720
C 1.8350 -4.7037 1.4074
C 1.6838 -3.7718 0.3904
C 2.7027 -2.8687 0.1433
C 3.8791 -2.9118 0.8780
C 4.0217 -3.8466 1.8894
S 2.6015 -1.7063 -1.2224
O 3.5178 -0.6373 -0.8872
O 2.9655 -2.4997 -2.3771
N 1.1090 -1.1539 -1.3187
C 0.2464 -1.7821 -2.3072
C -0.9031 -2.4594 -1.5275
O -1.4313 -3.4885 -1.9483
O -1.1727 -1.8262 -0.4516
H 2.3673 -6.4756 3.2980
H 3.0710 -5.1745 4.2680
H 4.1184 -6.2005 3.2871
H 1.0341 -5.4029 1.6182
H 0.7784 -3.7537 -0.2052
H 4.6558 -2.1943 0.6457
H 4.9396 -3.8915 2.4670
H 0.7940 -2.4820 -2.9321
H -0.2174 -1.0203 -2.9483
*
```

Below is a cluster of 8 separate species, C32H32N8O8 in total at a distorted geometry, with properties calculated with the ωB97M-V functional and the def2-TZVPD basis.

Values from the calculation:
Gap between HOMO and LUMO (alpha / beta) ... 5.130 / 1.435 eV
E_HOMO (alpha / beta) ... -11.35 / -11.35 eV

Structure (ORCA input):
```
! RIJCOSX wB97M-V def2-TZVPD def2/J DEFGRID3
* xyz 1 2
C 18.3962 -5.1272 -16.6260
C 19.1451 -5.4152 -17.8195
N 19.7230 -5.6261 -18.7425
H 19.0750 -4.4500 -16.1077
H 18.1366 -6.0580 -16.1218
H 17.4789 -4.6161 -16.9184
C 19.2220 -9.5363 -22.3156
C 17.8434 -9.6968 -22.6592
N 16.7377 -9.8624 -22.9240
H 19.6624 -10.4635 -21.9490
H 19.1707 -8.9056 -21.4281
H 19.7020 -8.9928 -23.1294
C 22.7015 -6.7403 -19.2728
C 23.8736 -7.5142 -19.0082
N 24.8041 -8.1490 -18.7698
H 21.9203 -7.2874 -18.7451
H 22.5580 -6.7722 -20.3529
H 22.8246 -5.7289 -18.8856
C 15.9711 -5.3860 -28.1156
C 15.5136 -4.6074 -29.2684
N 15.2630 -3.9975 -30.2362
H 15.1635 -5.7131 -27.4607
H 16.6954 -4.9018 -27.4606
H 16.5822 -6.2634 -28.3272
C 16.8543 -6.8840 -23.5331
C 17.5705 -6.5489 -24.6292
C 18.7683 -5.8177 -24.4970
C 19.2159 -5.5694 -23.1781
C 18.4978 -5.9173 -22.0646
C 17.2439 -6.5480 -22.2646
N 20.4936 -4.8192 -22.9567
O 21.0142 -4.7963 -21.8586
O 20.8461 -4.1356 -23.9402
H 15.9684 -7.4809 -23.6924
H 17.1157 -6.8622 -25.5573
H 19.3911 -5.6081 -25.3540
H 18.6924 -5.7262 -21.0197
H 16.5742 -6.7297 -21.4370
C 23.6623 -2.4202 -25.7723
C 22.5758 -1.6089 -25.7618
C 22.9019 -0.1987 -25.6133
C 24.2102 0.2793 -25.6916
C 25.2657 -0.6126 -25.7644
C 24.9643 -1.9913 -25.8374
N 24.5029 1.7392 -25.5271
O 25.5953 2.1759 -25.9232
O 23.6553 2.4110 -25.0012
H 23.5138 -3.4855 -25.8699
H 21.6289 -2.1158 -25.6489
H 22.1460 0.5624 -25.4876
H 26.2978 -0.2989 -25.7116
H 25.6782 -2.8006 -25.7950
C 22.9448 -7.4263 -31.2343
C 21.7154 -6.7264 -31.3821
C 20.7988 -6.7608 -30.2929
C 21.1482 -7.3349 -29.0888
C 22.4222 -8.0104 -28.9915
C 23.2455 -8.1620 -30.1051
N 20.1530 -7.2314 -27.9785
O 19.2908 -6.3909 -28.0534
O 20.2290 -7.8720 -26.9528
H 23.6537 -7.4647 -32.0482
H 21.4139 -6.2108 -32.2819
H 19.8385 -6.3119 -30.4994
H 22.7983 -8.4402 -28.0748
H 24.2463 -8.5679 -30.0981
C 13.4100 -7.0413 -21.3469
C 13.8937 -8.3236 -21.4333
C 13.4018 -9.3252 -20.5907
C 12.3770 -9.0257 -19.7014
C 11.8308 -7.7678 -19.6466
C 12.3373 -6.7848 -20.4668
N 11.9341 -10.0673 -18.7102
O 12.6757 -11.0196 -18.5186
O 10.8361 -9.8970 -18.2356
H 13.8014 -6.2600 -21.9815
H 14.6576 -8.5937 -22.1474
H 13.8836 -10.2904 -20.5399
H 11.1605 -7.3823 -18.8927
H 12.0388 -5.7468 -20.4649
*
```

Below is a structure of composition C32H32N8OTi, with properties calculated with the ωB97M-V functional and the def2-TZVPD basis.

Values from the calculation:
Gap between HOMO and LUMO (alpha / beta) ... 7.122 / 7.250 eV
E_HOMO (alpha / beta) ... -16.45 / -16.45 eV

Structure (ORCA input):
```
! RIJCOSX wB97M-V def2-TZVPD def2/J DEFGRID3
* xyz 3 2
Ti -1.2508 -0.1485 -0.4124
C -0.1945 -3.1297 -1.6662
C 0.0907 -1.9974 -2.6028
C 0.9148 -2.1874 -3.7084
C 1.1604 -1.1370 -4.5643
C 0.5560 0.0912 -4.3163
C -0.2567 0.2255 -3.2171
N -0.4666 -0.8045 -2.3480
C -1.0402 1.4467 -2.9088
C -1.1294 2.5877 -3.6851
C -2.0011 3.5927 -3.2832
C -2.7902 3.4248 -2.1503
C -2.6512 2.2557 -1.4278
N -1.7647 1.3242 -1.7920
C -3.4983 1.8156 -0.2904
C -4.4993 2.5731 0.2617
C -5.3504 1.9837 1.1944
C -5.2006 0.6459 1.4855
C -4.1631 -0.0812 0.9045
C -4.0798 -1.5609 1.1282
N -3.2803 0.5189 0.0836
H -0.2680 -4.0657 -2.2179
H -1.1470 -2.9819 -1.1526
H 0.6132 -3.2379 -0.9381
H 1.3419 -3.1644 -3.8889
H 1.7959 -1.2675 -5.4303
H 0.7042 0.9184 -4.9952
H -0.5595 2.6953 -4.5959
H -2.0920 4.4950 -3.8733
H -3.5110 4.1780 -1.8681
H -4.6481 3.5989 -0.0433
H -6.1494 2.5587 1.6436
H -5.8958 0.1398 2.1419
H -5.0704 -1.9937 0.9873
H -3.7633 -1.8026 2.1435
H -3.4082 -2.0463 0.4207
N -1.0865 -0.0468 5.0276
C -1.0201 -0.8397 3.9450
C -1.2350 -0.3538 2.6394
N -1.1569 -1.1513 1.5793
C -0.8645 -2.4479 1.7829
C -0.6593 -2.9091 3.0741
N -0.7250 -2.1291 4.1379
H -1.3986 0.9061 4.9822
H -0.9842 -0.4745 5.9346
H -1.4757 0.6907 2.4686
H -0.8125 -3.1105 0.9353
H -0.4309 -3.9542 3.2498
C 4.9391 0.9906 1.2127
N 3.5507 1.4063 1.0272
N 2.5953 0.5485 0.5596
C 1.4217 1.2131 0.5289
O 0.3436 0.6150 0.0871
C 1.6292 2.5043 0.9847
C 2.9853 2.5902 1.2892
C 3.7681 3.7374 1.8226
C 2.8620 -0.8019 0.1516
C 3.4535 -1.0394 -1.0794
C 3.7192 -2.3493 -1.4515
C 3.3871 -3.3972 -0.5997
C 2.7898 -3.1412 0.6296
C 2.5264 -1.8344 1.0140
H 4.9683 -0.0648 1.4684
H 5.3547 1.5653 2.0349
H 5.5200 1.1680 0.3093
H 0.8975 3.2874 1.0736
H 3.1443 4.6264 1.8569
H 4.6362 3.9481 1.1979
H 4.1223 3.5306 2.8339
H 3.7134 -0.2110 -1.7275
H 4.2029 -2.5508 -2.3979
H 3.6150 -4.4155 -0.8858
H 2.5596 -3.9580 1.3014
H 2.0969 -1.6105 1.9832
*
```

Below is a structure of composition C32H33AsN3O7PSTi at a distorted geometry, with properties calculated with the ωB97M-V functional and the def2-TZVPD basis.

Values from the calculation:
Gap between HOMO and LUMO (alpha / beta) ... 4.664 / 7.619 eV
E_HOMO (alpha / beta) ... -2.25 / -5.21 eV

Structure (ORCA input):
```
! RIJCOSX wB97M-V def2-TZVPD def2/J DEFGRID3
* xyz -1 2
Ti 0.5414 -0.5175 0.1974
C 3.6360 4.1033 0.8786
C 3.2575 3.4327 -0.2758
C 1.9247 3.1121 -0.4936
C 0.9647 3.4698 0.4420
C 1.3439 4.1608 1.5872
C 2.6760 4.4839 1.8038
P -0.7373 2.8503 0.3594
C -1.7237 4.3918 0.4234
C -1.2245 5.5866 -0.0887
C -1.9884 6.7478 -0.0472
C -3.2631 6.7190 0.4941
C -3.7694 5.5304 0.9981
C -3.0041 4.3700 0.9593
C -0.9358 2.0672 -1.2634
C -1.5555 2.7835 -2.2875
C -1.7152 2.2038 -3.5370
C -1.2080 0.9313 -3.7489
C -0.5894 0.2379 -2.7125
C -0.4505 0.7414 -1.4057
H 4.6826 4.3109 1.0674
H 4.0068 3.1308 -0.9976
H 1.6351 2.5621 -1.3794
H 0.5920 4.4356 2.3193
H 2.9682 5.0064 2.7062
H -0.2258 5.6083 -0.5085
H -1.5844 7.6762 -0.4332
H -3.8613 7.6226 0.5252
H -4.7622 5.5081 1.4326
H -3.3769 3.4383 1.3691
H -1.9233 3.7878 -2.1028
H -2.2159 2.7383 -4.3357
H -1.2953 0.4701 -4.7289
H -0.1851 -0.7395 -2.9588
C -3.0548 -2.2469 -0.1870
C -1.7763 -2.7295 -0.7666
N -0.6247 -2.1124 -0.6956
C 0.2836 -2.8618 -1.3981
C -0.3341 -3.9478 -1.9183
N -1.6315 -3.8491 -1.5089
C 0.0826 -5.0831 -2.7869
O 1.3309 -5.1116 -3.1796
O -0.7254 -5.9222 -3.1015
C 1.6713 -2.3203 -1.5646
O 2.4953 -2.9296 -2.2362
O 1.8656 -1.1811 -1.0138
H -2.9006 -1.2454 0.2066
H -3.3753 -2.8850 0.6372
H -3.8375 -2.2317 -0.9489
H -2.3198 -4.5554 -1.7179
H 1.8571 -4.3077 -2.8487
C -4.2621 -1.2494 4.3757
As -2.4935 -1.4283 3.4931
C -1.4678 -0.4564 4.8464
C -2.1015 -3.2150 4.2188
S -1.3508 1.5551 1.7161
H -4.2403 -1.5713 5.4219
H -5.0070 -1.8379 3.8362
H -4.5607 -0.1988 4.3340
H -1.7446 -0.7796 5.8525
H -1.6422 0.6153 4.7440
H -0.4078 -0.6503 4.6725
H -2.3474 -3.2556 5.2818
H -1.0363 -3.4137 4.0865
H -2.6652 -3.9864 3.6919
O 1.5974 0.7944 0.8848
N 2.4606 0.7460 1.9324
C 2.0425 1.1872 3.1753
C 2.9549 1.3558 4.1664
C 4.3367 1.0832 3.9527
C 4.7122 0.6141 2.6676
C 3.7929 0.4545 1.6803
H 0.9809 1.3582 3.2666
H 2.6013 1.6979 5.1321
H 5.0648 1.2073 4.7423
H 5.7432 0.3625 2.4493
H 4.0057 0.1011 0.6839
O -0.2072 -1.0713 1.7926
O 1.0092 -1.7966 1.4949
*
```

- What is the formula in the third record?
  C32H32N8OTi

Please write out number 4 again, unchanged.
Below is a structure of composition C32H33AsN3O7PSTi at a distorted geometry, with properties calculated with the ωB97M-V functional and the def2-TZVPD basis.

Values from the calculation:
Gap between HOMO and LUMO (alpha / beta) ... 4.664 / 7.619 eV
E_HOMO (alpha / beta) ... -2.25 / -5.21 eV

Structure (ORCA input):
```
! RIJCOSX wB97M-V def2-TZVPD def2/J DEFGRID3
* xyz -1 2
Ti 0.5414 -0.5175 0.1974
C 3.6360 4.1033 0.8786
C 3.2575 3.4327 -0.2758
C 1.9247 3.1121 -0.4936
C 0.9647 3.4698 0.4420
C 1.3439 4.1608 1.5872
C 2.6760 4.4839 1.8038
P -0.7373 2.8503 0.3594
C -1.7237 4.3918 0.4234
C -1.2245 5.5866 -0.0887
C -1.9884 6.7478 -0.0472
C -3.2631 6.7190 0.4941
C -3.7694 5.5304 0.9981
C -3.0041 4.3700 0.9593
C -0.9358 2.0672 -1.2634
C -1.5555 2.7835 -2.2875
C -1.7152 2.2038 -3.5370
C -1.2080 0.9313 -3.7489
C -0.5894 0.2379 -2.7125
C -0.4505 0.7414 -1.4057
H 4.6826 4.3109 1.0674
H 4.0068 3.1308 -0.9976
H 1.6351 2.5621 -1.3794
H 0.5920 4.4356 2.3193
H 2.9682 5.0064 2.7062
H -0.2258 5.6083 -0.5085
H -1.5844 7.6762 -0.4332
H -3.8613 7.6226 0.5252
H -4.7622 5.5081 1.4326
H -3.3769 3.4383 1.3691
H -1.9233 3.7878 -2.1028
H -2.2159 2.7383 -4.3357
H -1.2953 0.4701 -4.7289
H -0.1851 -0.7395 -2.9588
C -3.0548 -2.2469 -0.1870
C -1.7763 -2.7295 -0.7666
N -0.6247 -2.1124 -0.6956
C 0.2836 -2.8618 -1.3981
C -0.3341 -3.9478 -1.9183
N -1.6315 -3.8491 -1.5089
C 0.0826 -5.0831 -2.7869
O 1.3309 -5.1116 -3.1796
O -0.7254 -5.9222 -3.1015
C 1.6713 -2.3203 -1.5646
O 2.4953 -2.9296 -2.2362
O 1.8656 -1.1811 -1.0138
H -2.9006 -1.2454 0.2066
H -3.3753 -2.8850 0.6372
H -3.8375 -2.2317 -0.9489
H -2.3198 -4.5554 -1.7179
H 1.8571 -4.3077 -2.8487
C -4.2621 -1.2494 4.3757
As -2.4935 -1.4283 3.4931
C -1.4678 -0.4564 4.8464
C -2.1015 -3.2150 4.2188
S -1.3508 1.5551 1.7161
H -4.2403 -1.5713 5.4219
H -5.0070 -1.8379 3.8362
H -4.5607 -0.1988 4.3340
H -1.7446 -0.7796 5.8525
H -1.6422 0.6153 4.7440
H -0.4078 -0.6503 4.6725
H -2.3474 -3.2556 5.2818
H -1.0363 -3.4137 4.0865
H -2.6652 -3.9864 3.6919
O 1.5974 0.7944 0.8848
N 2.4606 0.7460 1.9324
C 2.0425 1.1872 3.1753
C 2.9549 1.3558 4.1664
C 4.3367 1.0832 3.9527
C 4.7122 0.6141 2.6676
C 3.7929 0.4545 1.6803
H 0.9809 1.3582 3.2666
H 2.6013 1.6979 5.1321
H 5.0648 1.2073 4.7423
H 5.7432 0.3625 2.4493
H 4.0057 0.1011 0.6839
O -0.2072 -1.0713 1.7926
O 1.0092 -1.7966 1.4949
*
```

Please write out number 1 again, unchanged.
Below is a structure of composition C32H32N5O4S2SiV at a distorted geometry, with properties calculated with the ωB97M-V functional and the def2-TZVPD basis.

Values from the calculation:
Gap between HOMO and LUMO (alpha / beta) ... 5.519 / 6.193 eV
E_HOMO (alpha / beta) ... -3.52 / -4.36 eV

Structure (ORCA input):
```
! RIJCOSX wB97M-V def2-TZVPD def2/J DEFGRID3
* xyz -1 4
V 0.1888 -0.2581 0.1197
C -0.7019 -2.8493 3.4554
C 0.4508 -2.7153 4.2362
C 1.4529 -1.8859 3.7920
C 1.2963 -1.2001 2.5845
N 0.1863 -1.3610 1.8082
C -0.7867 -2.1636 2.2657
C 2.2131 -0.2106 2.0720
C 3.4679 0.0929 2.5807
C 4.2114 1.1011 1.9864
C 3.6656 1.8227 0.9271
C 2.4024 1.4972 0.4747
N 1.7020 0.4605 0.9999
C 1.6968 2.1647 -0.6024
C 2.0753 3.4089 -1.1091
C 1.3378 3.9866 -2.1172
C 0.2565 3.2812 -2.6301
C -0.0653 2.0581 -2.0709
N 0.5972 1.5112 -1.0477
H -1.5144 -3.4886 3.7706
H 0.5485 -3.2507 5.1722
H 2.3540 -1.7431 4.3731
H -1.6481 -2.2623 1.6183
H 3.8695 -0.4710 3.4110
H 5.2151 1.3113 2.3313
H 4.2411 2.5829 0.4188
H 2.9329 3.9134 -0.6868
H 1.5950 4.9666 -2.4987
H -0.3364 3.6726 -3.4446
H -0.9079 1.4934 -2.4394
C -5.0022 3.1504 -1.7564
Si -4.8060 3.0330 0.1172
C -6.3748 2.2494 0.8338
C -4.7437 4.8565 0.6692
C -3.3204 2.2400 0.9871
C -3.0622 2.6067 2.2865
C -1.9339 2.1236 2.9499
C -1.0815 1.3111 2.2539
N -1.2868 0.8746 0.9969
C -2.4464 1.2841 0.3544
S -2.8964 0.6528 -1.1462
H -5.8408 3.8137 -2.0009
H -5.1801 2.1741 -2.1976
H -4.0991 3.5537 -2.2171
H -7.2663 2.8007 0.5239
H -6.3477 2.2347 1.9259
H -6.4767 1.2186 0.4884
H -5.5678 5.4210 0.2255
H -3.8082 5.3192 0.3462
H -4.8103 4.9674 1.7544
H -3.7255 3.2967 2.8003
H -1.7150 2.3944 3.9736
H -0.1699 0.9666 2.7300
C 3.1436 -5.7114 3.3182
C 2.9944 -4.7454 2.1720
C 1.8350 -4.7037 1.4074
C 1.6838 -3.7718 0.3904
C 2.7027 -2.8687 0.1433
C 3.8791 -2.9118 0.8780
C 4.0217 -3.8466 1.8894
S 2.6015 -1.7063 -1.2224
O 3.5178 -0.6373 -0.8872
O 2.9655 -2.4997 -2.3771
N 1.1090 -1.1539 -1.3187
C 0.2464 -1.7821 -2.3072
C -0.9031 -2.4594 -1.5275
O -1.4313 -3.4885 -1.9483
O -1.1727 -1.8262 -0.4516
H 2.3673 -6.4756 3.2980
H 3.0710 -5.1745 4.2680
H 4.1184 -6.2005 3.2871
H 1.0341 -5.4029 1.6182
H 0.7784 -3.7537 -0.2052
H 4.6558 -2.1943 0.6457
H 4.9396 -3.8915 2.4670
H 0.7940 -2.4820 -2.9321
H -0.2174 -1.0203 -2.9483
*
```